DFT (ωB97M-V with the def2-TZVPD basis set) results for a molecular structure, C41H42IrN3O2P2SbSe4 at a distorted geometry.

XYZ file:
```
96
C41H42IrN3O2P2SbSe4 (ωB97M-V with the def2-TZVPD basis set)
Ir 0.889 1.190 0.000
C -1.039 2.782 2.133
N 0.351 3.010 1.736
C 0.541 4.382 1.257
C 1.258 2.694 2.814
C 1.066 3.168 4.102
C 1.899 2.774 5.139
C 2.894 1.842 4.882
C 3.113 1.391 3.593
C 2.347 1.867 2.519
N 2.580 1.535 1.194
C 3.849 1.446 0.683
C 5.005 1.950 1.314
C 6.263 1.747 0.784
C 6.426 1.038 -0.397
C 5.292 0.640 -1.089
C 4.023 0.872 -0.588
N 2.841 0.638 -1.396
C 2.836 -0.678 -2.029
C 2.753 1.706 -2.420
H -1.374 3.475 2.916
H -1.137 1.761 2.502
H -1.686 2.919 1.267
H 0.310 5.112 2.043
H -0.122 4.571 0.410
H 1.573 4.518 0.935
H 0.260 3.864 4.296
H 1.756 3.175 6.134
H 3.513 1.472 5.691
H 3.887 0.661 3.395
H 4.893 2.530 2.219
H 7.127 2.150 1.300
H 7.411 0.843 -0.799
H 5.405 0.152 -2.049
H 3.649 -0.797 -2.755
H 1.891 -0.814 -2.548
H 2.931 -1.451 -1.266
H 3.614 1.666 -3.099
H 2.743 2.680 -1.936
H 1.837 1.593 -2.999
O -0.208 -0.694 1.353
P -1.585 -1.222 1.164
C -1.703 -2.436 -0.219
P -0.824 -1.879 -1.745
O -0.045 -0.634 -1.542
C -2.069 -1.770 -3.042
C -2.228 -0.571 -3.729
C -3.215 -0.460 -4.698
C -4.025 -1.550 -4.979
C -3.855 -2.755 -4.304
C -2.878 -2.868 -3.331
C 0.305 -3.219 -2.212
C 1.037 -3.941 -1.275
C 2.069 -4.768 -1.691
C 2.382 -4.872 -3.039
C 1.669 -4.136 -3.976
C 0.637 -3.309 -3.564
C -2.883 0.011 0.924
C -3.534 0.545 2.036
C -4.449 1.571 1.868
C -4.706 2.076 0.598
C -4.077 1.536 -0.513
C -3.174 0.497 -0.346
C -2.097 -2.192 2.605
C -3.348 -2.801 2.669
C -3.704 -3.529 3.791
C -2.811 -3.653 4.849
C -1.565 -3.046 4.789
C -1.208 -2.312 3.666
H -2.749 -2.643 -0.449
H -1.235 -3.356 0.134
H -1.595 0.279 -3.488
H -3.352 0.488 -5.202
H -4.798 -1.460 -5.732
H -4.491 -3.600 -4.537
H -2.740 -3.802 -2.796
H 0.823 -3.842 -0.218
H 2.645 -5.319 -0.958
H 3.195 -5.510 -3.358
H 1.931 -4.190 -5.024
H 0.092 -2.711 -4.285
H -3.314 0.163 3.026
H -4.954 1.989 2.730
H -5.399 2.898 0.476
H -4.266 1.937 -1.503
H -2.677 0.082 -1.207
H -4.046 -2.687 1.846
H -4.677 -3.999 3.850
H -3.089 -4.227 5.724
H -0.874 -3.142 5.615
H -0.248 -1.813 3.598
Se -1.709 6.191 -1.524
Sb -1.142 4.267 -2.927
Se -0.539 2.316 -1.280
Se -3.119 3.406 -4.070
Se 0.754 4.589 -4.438
```

The value obtained for the LUMO energy (spin up / spin down) is 1.5 / 1.4 eV. The charge is -1. For the orbital gap (spin up / spin down), the calculation gives 5.158 / 5.065 eV. The calculation puts the largest force on an atom at 0.09372 Eh/bohr.

=====

DFT (ωB97M-V with the def2-TZVPD basis set) results for a molecular structure, C41H42MgP2 at a distorted geometry.

XYZ file:
```
86
C41H42MgP2 (ωB97M-V with the def2-TZVPD basis set)
Mg -3.762 1.713 3.174
C -1.512 4.290 4.592
C -1.036 3.926 3.400
C 0.311 3.367 3.120
C 0.397 1.814 3.094
C -0.306 1.088 4.186
C -0.519 1.520 5.429
C -0.009 2.777 6.022
C -0.939 4.017 5.936
C -3.806 -0.362 3.706
H -2.493 4.770 4.615
H -1.622 4.106 2.480
H 1.088 3.782 3.780
H 0.598 3.695 2.106
H 0.032 1.466 2.107
H 1.469 1.557 3.164
H -0.694 0.099 3.908
H -1.043 0.872 6.138
H 0.977 3.035 5.621
H 0.125 2.593 7.102
H -1.766 3.912 6.668
H -0.343 4.888 6.251
H -4.811 -0.405 4.151
H -3.133 -0.913 4.371
H -3.879 -0.902 2.752
P 0.585 -0.566 -4.626
P 1.253 -3.441 -3.078
C 2.236 -1.077 -4.150
C 2.515 -2.254 -3.539
C 0.964 0.243 -6.277
C 2.208 0.794 -6.665
C 2.373 1.405 -7.912
C 1.288 1.479 -8.800
C 0.057 0.905 -8.454
C -0.085 0.269 -7.218
C 0.355 0.872 -3.519
C 0.148 0.594 -2.153
C -0.006 1.652 -1.254
C 0.049 2.979 -1.707
C 0.214 3.246 -3.075
C 0.363 2.196 -3.983
C 2.165 -4.918 -3.847
C 2.279 -4.994 -5.254
C 3.028 -6.007 -5.870
C 3.672 -6.968 -5.075
C 3.535 -6.941 -3.679
C 2.778 -5.924 -3.080
C 1.590 -3.746 -1.294
C 0.543 -4.358 -0.579
C 0.701 -4.666 0.775
C 1.895 -4.333 1.432
C 2.924 -3.668 0.737
C 2.766 -3.361 -0.617
H 3.033 -0.348 -4.337
H 3.553 -2.569 -3.357
H 3.065 0.763 -5.987
H 3.341 1.821 -8.202
H 1.400 1.968 -9.765
H -0.792 0.941 -9.145
H -1.031 -0.207 -6.946
H 0.121 -0.441 -1.797
H -0.180 1.449 -0.194
H -0.047 3.809 -1.000
H 0.217 4.272 -3.445
H 0.507 2.401 -5.048
H 1.790 -4.244 -5.880
H 3.119 -6.053 -6.963
H 4.284 -7.742 -5.534
H 4.012 -7.699 -3.045
H 2.680 -5.887 -1.995
H -0.386 -4.607 -1.103
H -0.110 -5.175 1.310
H 2.020 -4.593 2.487
H 3.844 -3.405 1.263
H 3.568 -2.835 -1.150
C -5.560 3.247 7.722
C -5.722 3.856 6.476
C -4.942 3.467 5.354
C -4.074 2.410 5.505
C -3.776 1.870 6.743
C -4.574 2.260 7.851
H -6.193 3.528 8.577
H -6.459 4.653 6.355
H -5.056 4.017 4.414
H -2.971 1.147 6.899
H -4.401 1.802 8.826
```

The value obtained for the LUMO energy is -1.4 eV. As for the relative energy (zero: lowest compared OMol25 entry of this formula, charge and spin): 21.97 kcal per mole. For the orbital gap, the calculation gives 5.540 eV. The calculation puts the largest force on an atom at 0.07266 Eh/bohr.

=====

DFT (ωB97M-V with the def2-TZVPD basis set) results for a molecular structure, C41H42N6O5S3SiSnTe.

XYZ file:
```
100
C41H42N6O5S3SiSnTe (ωB97M-V with the def2-TZVPD basis set)
Sn 0.399 0.389 -0.222
C -7.743 -0.697 2.642
C -6.539 -0.779 1.737
C -6.489 -1.707 0.695
C -5.369 -1.823 -0.113
C -4.300 -0.988 0.134
C -4.303 -0.062 1.151
C -5.436 0.043 1.947
S -2.090 -2.163 -0.264
O -3.137 -1.053 -0.670
O -2.740 -3.427 -0.059
N -1.252 -1.502 0.817
C -0.768 -2.139 1.991
C -1.279 -3.280 2.563
C -0.785 -3.773 3.789
C 0.197 -3.116 4.460
C 0.742 -1.933 3.910
C 1.743 -1.204 4.594
C 2.238 -0.063 4.052
C 1.763 0.346 2.792
N 0.853 -0.309 2.112
C 0.292 -1.444 2.664
H -8.648 -1.020 2.127
H -7.894 0.319 3.005
H -7.610 -1.343 3.513
H -7.336 -2.358 0.516
H -5.323 -2.557 -0.909
H -3.435 0.564 1.319
H -5.450 0.780 2.741
H -2.083 -3.806 2.075
H -1.219 -4.676 4.199
H 0.560 -3.470 5.417
H 2.091 -1.567 5.555
H 2.989 0.531 4.555
H 2.157 1.235 2.312
S -0.155 1.121 -3.394
C -1.463 1.434 -4.353
N -2.138 2.631 -4.160
C -3.165 3.047 -4.918
C -3.635 2.243 -5.899
C -2.986 0.994 -6.034
N -1.974 0.590 -5.316
H -1.753 3.218 -3.430
H -3.564 4.029 -4.702
H -4.461 2.535 -6.528
H -3.336 0.293 -6.789
N 5.377 -4.424 -1.364
C 4.355 -3.562 -1.039
C 4.343 -2.874 0.176
C 3.278 -2.049 0.468
N 2.231 -1.866 -0.341
C 2.251 -2.525 -1.497
C 3.265 -3.374 -1.891
H 6.237 -4.345 -0.851
H 5.474 -4.697 -2.325
H 5.165 -2.974 0.875
H 3.270 -1.492 1.399
H 1.404 -2.349 -2.152
H 3.222 -3.876 -2.851
O 3.587 7.882 -2.318
C 3.506 6.741 -3.048
O 3.649 6.798 -4.238
C 3.254 5.474 -2.296
C 3.473 4.274 -2.962
C 3.309 3.064 -2.310
C 2.917 3.017 -0.966
S 2.841 1.465 -0.117
C 2.661 4.227 -0.315
C 2.831 5.434 -0.972
H 3.509 7.676 -1.378
H 3.780 4.310 -3.999
H 3.483 2.131 -2.832
H 2.321 4.212 0.712
H 2.592 6.342 -0.426
C -3.312 -2.436 -3.628
Si -1.651 -3.028 -3.082
C -0.291 -2.576 -4.226
C -1.608 -4.828 -2.701
O -1.305 -2.166 -1.579
H -3.359 -2.379 -4.718
H -3.512 -1.439 -3.227
H -4.104 -3.107 -3.282
H -0.695 -2.553 -5.244
H 0.503 -3.326 -4.195
H 0.125 -1.586 -4.024
H -1.974 -5.391 -3.566
H -2.229 -5.080 -1.838
H -0.584 -5.148 -2.496
Te -0.501 2.972 0.762
C -2.496 3.221 1.397
C -2.776 3.338 2.759
C -4.068 3.614 3.195
C -5.101 3.772 2.278
C -4.834 3.643 0.921
C -3.542 3.373 0.485
H -1.978 3.219 3.480
H -4.265 3.710 4.256
H -6.103 4.002 2.619
H -5.634 3.746 0.196
H -3.341 3.284 -0.576
```

The value obtained for the LUMO energy is -0.2 eV. As for the relative energy (zero: lowest compared OMol25 entry of this formula, charge and spin): 25.76 kcal per mole. For the orbital gap, the calculation gives 6.136 eV. The calculation puts the largest force on an atom at 0.01880 Eh/bohr.

=====

DFT (ωB97M-V with the def2-TZVPD basis set) results for a molecular structure, C41H43AsN11NaO5S at a distorted geometry.

XYZ file:
```
103
C41H43AsN11NaO5S (ωB97M-V with the def2-TZVPD basis set)
Na 0.275 -0.418 -0.023
C -2.128 3.079 1.634
C -1.249 2.236 0.751
N -1.285 0.955 0.720
N -2.141 0.261 1.493
C -2.014 -1.066 1.319
O -1.215 -1.633 0.535
C -2.906 -1.895 2.187
C -2.787 -3.281 2.122
C -3.554 -4.093 2.940
C -4.455 -3.525 3.832
C -4.596 -2.145 3.885
C -3.827 -1.332 3.067
C -0.263 2.861 -0.142
C -0.051 4.244 -0.130
C 0.908 4.795 -0.956
C 1.634 3.963 -1.797
C 1.342 2.610 -1.768
N 0.431 2.060 -0.973
H -2.783 2.413 2.191
H -2.736 3.769 1.045
H -1.531 3.657 2.343
H -2.083 -3.699 1.414
H -3.451 -5.170 2.888
H -5.042 -4.157 4.486
H -5.307 -1.704 4.573
H -3.930 -0.256 3.101
H -0.633 4.871 0.531
H 1.088 5.863 -0.946
H 2.398 4.351 -2.456
H 1.867 1.928 -2.432
C -4.854 -3.605 -2.158
C -4.922 -2.596 -1.209
C -4.000 -1.562 -1.224
C -2.992 -1.501 -2.186
C -2.917 -2.542 -3.111
C -3.843 -3.577 -3.106
As -1.620 -0.094 -2.067
C -0.961 -0.183 -3.922
C 0.420 -0.202 -4.099
C 0.984 -0.278 -5.366
C 0.165 -0.324 -6.483
C -1.215 -0.287 -6.326
C -1.770 -0.220 -5.058
C -2.782 1.475 -2.273
C -3.674 1.798 -1.250
C -4.484 2.920 -1.332
C -4.402 3.761 -2.433
C -3.492 3.475 -3.438
C -2.687 2.347 -3.356
H -5.575 -4.413 -2.153
H -5.686 -2.622 -0.442
H -4.062 -0.805 -0.454
H -2.124 -2.558 -3.847
H -3.771 -4.364 -3.847
H 1.054 -0.153 -3.221
H 2.061 -0.302 -5.483
H 0.599 -0.390 -7.473
H -1.860 -0.301 -7.197
H -2.848 -0.200 -4.947
H -3.723 1.185 -0.358
H -5.177 3.143 -0.529
H -5.035 4.637 -2.502
H -3.409 4.133 -4.295
H -1.974 2.153 -4.147
N 4.448 -2.861 -2.698
N 3.149 -2.732 -2.278
N 2.172 -3.427 -2.804
C 1.124 -2.922 -2.163
N 1.483 -1.970 -1.296
N 2.789 -1.852 -1.383
H 4.577 -3.772 -3.110
H 5.078 -2.673 -1.933
H 0.108 -3.246 -2.312
C 6.131 5.000 1.731
C 6.185 3.676 2.480
S 4.706 3.570 3.514
O 4.783 4.611 4.502
O 3.557 3.517 2.647
C 4.872 1.992 4.374
C 4.769 0.748 3.487
N 3.418 0.419 3.058
C 2.926 0.473 1.797
N 1.653 0.113 1.758
C 1.288 -0.194 3.021
C 2.366 -0.031 3.852
N 2.435 -0.332 5.230
O 1.421 -0.743 5.756
O 3.490 -0.138 5.828
C 3.701 0.886 0.598
H 7.015 5.125 1.110
H 6.080 5.826 2.439
H 5.245 5.037 1.098
H 7.035 3.616 3.160
H 6.173 2.822 1.803
H 4.106 2.001 5.146
H 5.844 2.025 4.866
H 5.155 -0.089 4.060
H 5.379 0.865 2.593
H 0.291 -0.517 3.279
H 3.816 1.969 0.594
H 3.146 0.583 -0.284
H 4.682 0.409 0.571
```

The value obtained for the LUMO energy is -0.5 eV. As for the relative energy (zero: lowest compared OMol25 entry of this formula, charge and spin): 11.89 kcal per mole. For the orbital gap, the calculation gives 6.611 eV. The calculation puts the largest force on an atom at 0.03237 Eh/bohr.

=====

DFT (ωB97M-V with the def2-TZVPD basis set) results for a molecular structure, C41H43BrCaN7O4S4Te at a distorted geometry.

XYZ file:
```
102
C41H43BrCaN7O4S4Te (ωB97M-V with the def2-TZVPD basis set)
Ca -0.706 -0.106 1.030
O -0.110 5.659 5.167
C -0.133 4.686 4.438
S 0.274 3.057 4.944
C 0.066 2.237 3.385
C -0.331 3.012 2.350
S -0.599 2.584 0.695
S -0.586 4.731 2.741
S 0.408 0.537 3.410
N -0.495 -1.174 -2.328
N -1.234 -0.055 -2.755
C -2.034 0.556 -1.863
N -2.725 1.633 -2.302
N -2.170 -0.043 -0.679
N -3.024 0.363 0.251
O -2.845 -0.139 1.368
O -3.958 1.133 0.046
H 0.484 -0.869 -2.116
H -0.457 -1.818 -3.109
H -0.743 0.575 -3.394
H -2.253 2.248 -2.946
H -3.262 2.062 -1.556
C 2.563 -0.822 0.994
C 2.756 -2.239 0.493
C 3.175 -3.231 1.375
C 3.378 -4.529 0.929
C 3.153 -4.851 -0.401
C 2.736 -3.869 -1.286
C 2.546 -2.568 -0.841
H 3.536 -0.319 0.984
H 2.218 -0.836 2.028
H 3.338 -2.985 2.419
H 3.693 -5.293 1.630
H 3.287 -5.873 -0.737
H 2.545 -4.111 -2.326
H 2.239 -1.794 -1.530
C 0.902 4.123 -10.150
C 1.099 3.514 -8.786
C 2.248 2.809 -8.457
C 2.422 2.254 -7.192
C 3.715 1.531 -6.905
C 1.436 2.387 -6.199
Te 1.805 1.697 -4.078
N 1.978 0.563 -1.969
C 2.206 0.787 -0.775
O 1.617 -0.054 0.240
C 3.023 1.886 -0.181
C 3.880 2.621 -0.997
C 4.646 3.648 -0.473
C 4.556 3.968 0.876
C 3.690 3.254 1.693
C 2.932 2.217 1.171
C 2.052 -0.303 -4.774
C 1.059 -0.945 -5.525
C -0.239 -0.287 -5.917
C 1.253 -2.264 -5.938
C 2.397 -2.972 -5.621
C 2.588 -4.401 -6.053
C 3.375 -2.324 -4.876
C 3.228 -1.007 -4.461
C 4.349 -0.376 -3.683
C 0.284 3.116 -6.532
C -0.844 3.367 -5.554
C 0.127 3.654 -7.808
H 1.834 4.131 -10.717
H 0.537 5.148 -10.070
H 0.164 3.558 -10.725
H 3.034 2.706 -9.201
H 4.413 1.639 -7.737
H 3.540 0.468 -6.732
H 4.176 1.939 -6.003
H 3.936 2.379 -2.051
H 5.323 4.202 -1.113
H 5.156 4.770 1.289
H 3.605 3.505 2.743
H 2.254 1.674 1.818
H -0.471 0.539 -5.248
H -1.057 -1.011 -5.895
H -0.169 0.121 -6.928
H 0.473 -2.749 -6.519
H 1.728 -4.753 -6.624
H 2.719 -5.054 -5.188
H 3.477 -4.501 -6.679
H 4.278 -2.863 -4.607
H 5.167 -1.081 -3.534
H 3.988 -0.051 -2.708
H 4.734 0.502 -4.208
H -0.517 3.216 -4.528
H -1.685 2.697 -5.756
H -1.205 4.393 -5.649
H -0.777 4.213 -8.036
Br 0.553 -4.968 4.523
C -0.034 -4.280 2.847
C -0.313 -5.188 1.807
C -0.763 -4.602 0.594
C -0.863 -3.243 0.486
N -0.562 -2.373 1.502
C -0.161 -2.930 2.688
H -0.172 -6.252 1.925
H -1.009 -5.236 -0.250
H -1.190 -2.778 -0.439
H 0.045 -2.240 3.499
```

The spin multiplicity is 2. The value obtained for the LUMO energy (spin up / spin down) is 3.4 / 3.4 eV. As for the relative energy (zero: lowest compared OMol25 entry of this formula, charge and spin): 0.00 kcal per mole. The charge is -2. For the orbital gap (spin up / spin down), the calculation gives 2.977 / 5.015 eV. The calculation puts the largest force on an atom at 0.07121 Eh/bohr.